{"formula": "C19H23NPbS4Sb", "method": "wB97M-V/def2-TZVPD", "symbols": ["Pb", "C", "C", "C", "C", "C", "C", "C", "C", "C", "C", "C", "C", "H", "H", "H", "H", "H", "H", "H", "H", "H", "H", "H", "H", "H", "H", "H", "H", "H", "H", "S", "Sb", "S", "S", "S", "C", "N", "C", "C", "C", "C", "C", "C", "H", "H", "H", "H", "H"], "coordinates": [[0.421036, 0.263555, -0.597050], [0.636872, -0.667485, 3.818596], [0.045315, -1.303871, 2.613039], [-1.320405, -1.069772, 2.293337], [-2.094008, -0.028949, 3.053512], [-1.913666, -1.862282, 1.339476], [-3.386325, -1.794049, 1.066415], [-1.111210, -2.792938, 0.587061], [-1.739218, -3.528879, -0.540873], [0.268666, -2.986534, 0.869673], [1.052680, -4.034259, 0.128126], [0.862542, -2.194474, 1.827391], [2.335619, -2.261978, 2.096480], [-0.111841, -0.465305, 4.579890], [1.076389, 0.301947, 3.543354], [1.437179, -1.263015, 4.248893], [-2.541862, -0.446261, 3.959073], [-2.901224, 0.378170, 2.449363], [-1.456471, 0.798899, 3.356977], [-3.794010, -2.776063, 0.836377], [-3.599118, -1.147522, 0.209068], [-3.931340, -1.402841, 1.920250], [-2.202429, -4.447984, -0.155646], [-1.014469, -3.827378, -1.292499], [-2.531496, -2.954689, -1.015508], [1.890727, -4.387672, 0.722176], [1.452693, -3.648398, -0.813986], [0.435453, -4.899234, -0.102958], [2.555047, -3.016963, 2.858021], [2.729174, -1.313894, 2.455725], [2.885738, -2.537044, 1.199684], [0.948015, 2.399994, -4.424538], [1.388800, -0.262063, -3.898372], [-0.740918, -0.149195, -2.874582], [2.677236, -0.073598, -1.947271], [-1.004836, 5.161792, -0.900223], [-0.744919, 3.618836, -0.230086], [0.140376, 2.875746, -0.846677], [0.668862, 3.573101, -1.900946], [1.652690, 3.012610, -2.809676], [2.114185, 3.845698, -3.922713], [1.505366, 5.168730, -4.091356], [0.600192, 5.644248, -3.219102], [0.175349, 4.830762, -2.099314], [-1.294978, 3.293601, 0.640732], [2.351611, 2.289709, -2.401198], [3.108181, 3.680106, -4.313475], [1.833049, 5.772253, -4.925937], [0.185698, 6.634831, -3.348704]], "forces_ev_per_angstrom": [[0.1, 0.4, 0.1], [0.0, 0.1, 0.0], [0.1, 0.0, 0.2], [-0.1, -0.1, 0.1], [0.0, 0.0, 0.0], [-0.1, 0.0, 0.0], [0.0, 0.0, 0.0], [0.0, -0.1, -0.1], [0.0, 0.0, 0.0], [0.1, 0.0, 0.0], [0.0, 0.0, 0.0], [0.0, -0.1, 0.0], [0.0, 0.0, 0.0], [0.0, 0.0, 0.0], [0.0, 0.0, 0.0], [0.0, 0.0, 0.0], [0.0, 0.0, 0.0], [0.0, 0.0, 0.0], [0.0, 0.0, 0.0], [0.0, 0.0, 0.0], [0.0, 0.0, 0.0], [0.0, 0.0, 0.0], [0.0, 0.0, 0.0], [0.0, 0.0, 0.0], [0.0, 0.0, 0.0], [0.0, 0.0, 0.0], [0.0, 0.0, 0.0], [0.0, 0.0, 0.0], [0.0, 0.0, 0.0], [0.0, 0.0, 0.0], [0.0, 0.0, 0.0], [0.1, 0.0, 0.1], [0.1, 0.0, -0.3], [-0.1, -0.1, 0.1], [0.0, 0.0, 0.2], [0.1, 0.0, 0.0], [-0.1, 0.0, 0.0], [0.1, 0.0, -0.1], [0.0, 0.0, 0.0], [0.0, 0.0, -0.1], [-0.1, 0.0, 0.0], [0.0, 0.0, 0.0], [0.0, 0.0, 0.0], [0.0, -0.1, 0.0], [0.0, 0.0, 0.0], [0.0, 0.0, 0.0], [0.0, 0.0, 0.0], [0.0, 0.0, 0.0], [0.0, 0.0, 0.0]], "spin_multiplicity": 2, "total_energy_ha": -2817.90136, "de_lowest_kj_mol": 71.5, "orbital_gap_ev": [7.6, 4.8], "s_squared": 0.77, "charge": 2, "fmax_ha_per_bohr": 0.007}

{"formula": "C5H14O", "method": "wB97M-V/def2-TZVPD", "symbols": ["C", "C", "C", "C", "C", "H", "H", "H", "H", "H", "H", "H", "H", "H", "H", "H", "H", "O", "H", "H"], "coordinates": [[0.556271, 1.597389, -0.301693], [0.994089, 0.124603, -0.407350], [-0.113149, -1.091814, -0.613634], [0.544574, -2.491237, -1.040027], [-1.071919, -1.013831, 0.668114], [1.332436, 2.209085, 0.145137], [-0.350509, 1.507441, 0.328098], [0.248230, 1.968484, -1.333052], [1.246132, -0.196533, 0.636148], [1.624343, -0.070277, -1.342291], [-0.739574, -0.858355, -1.459748], [-0.184455, -3.317879, -1.252866], [1.208803, -2.354599, -1.899739], [1.167906, -2.781861, -0.237334], [-1.712718, -0.166937, 0.650062], [-1.795565, -1.815714, 0.648711], [-0.483282, -1.030862, 1.676331], [-1.111041, 3.500733, 1.815245], [-1.155096, 2.534005, 1.790534], [-0.205478, 3.748158, 1.529354]], "forces_ev_per_angstrom": [[-1.7, -1.6, -1.5], [-0.8, -2.6, -0.9], [-0.4, 1.3, 0.5], [-1.1, 1.4, 0.5], [2.1, -1.5, 0.2], [0.0, 0.1, 0.0], [0.5, 0.8, -0.3], [0.4, -0.1, 1.4], [1.4, 0.3, -1.2], [0.3, 0.4, 2.0], [-0.4, 0.4, -0.4], [0.5, 1.0, 0.2], [-0.3, 0.1, 0.0], [0.8, -0.7, 0.9], [-0.1, 1.2, -0.1], [0.0, -0.7, 0.2], [-1.0, -0.1, -1.8], [0.6, 0.2, -0.1], [0.2, 0.4, 0.0], [-0.9, -0.5, 0.3]], "spin_multiplicity": 1, "total_energy_ha": -274.08695, "de_lowest_kj_mol": 144.7, "orbital_gap_ev": 11.3, "fmax_ha_per_bohr": 0.056}

{"formula": "C15H25Cl2NO5Ta", "method": "wB97M-V/def2-TZVPD", "symbols": ["C", "C", "C", "O", "Ta", "O", "O", "C", "C", "O", "C", "O", "N", "C", "C", "C", "H", "H", "H", "H", "H", "H", "H", "H", "H", "H", "H", "H", "H", "H", "H", "H", "H", "H", "H", "H", "H", "Cl", "C", "C", "Cl", "C", "C", "C", "C", "H", "H", "H", "H"], "coordinates": [[1.603267, -2.150318, -1.004472], [0.944678, -1.041076, -0.177367], [0.753049, 0.258512, -0.965243], [0.984086, 1.354677, -0.109177], [1.119840, 3.229861, -0.957608], [3.030731, 2.916284, -1.604110], [1.161829, 5.090812, -1.815610], [1.853243, 4.021230, 1.073444], [2.726192, 3.070584, 1.881415], [2.293496, 2.907395, 3.271445], [1.149854, 2.202994, 3.372920], [1.094820, 1.052793, 3.741758], [-0.913984, 3.581022, -0.415146], [-1.706623, 2.612638, -0.583981], [-2.107482, 1.722267, 0.563162], [-2.335490, 2.353388, -1.927728], [1.416791, -1.983704, -2.058612], [2.676093, -2.103918, -0.871940], [1.259814, -3.135710, -0.719180], [1.592613, -0.800890, 0.655663], [-0.001943, -1.344687, 0.248899], [-0.288266, 0.277117, -1.282749], [1.398335, 0.264653, -1.837072], [0.561608, 2.509586, -2.594926], [3.015691, 2.857155, -2.554992], [2.029637, 5.463040, -1.674487], [2.439213, 4.919417, 0.889896], [1.006034, 4.347139, 1.660381], [2.798378, 2.075229, 1.458303], [3.733293, 3.454229, 1.958659], [0.245137, 2.779378, 3.157006], [-2.742569, 2.292910, 1.230171], [-2.628893, 0.838645, 0.212011], [-1.224432, 1.419437, 1.107723], [-3.366585, 2.697962, -1.918033], [-2.323342, 1.304410, -2.198660], [-1.805355, 2.912780, -2.679873], [-3.260819, -3.196095, -1.256924], [-2.428669, -4.431841, -0.382788], [-2.044362, -4.244427, 0.936941], [-2.382874, -2.771887, 1.766694], [-1.365236, -5.250929, 1.607010], [-1.075038, -6.440959, 0.964867], [-1.463923, -6.629768, -0.353713], [-2.138334, -5.625988, -1.024834], [-1.062262, -5.094861, 2.631920], [-0.542290, -7.219441, 1.492818], [-1.238943, -7.557502, -0.861018], [-2.440007, -5.763543, -2.052863]], "forces_ev_per_angstrom": [[-0.2, 0.4, 0.2], [0.5, 0.0, -0.2], [-0.2, -0.4, 1.2], [0.2, 1.4, -1.2], [-1.2, 1.6, 0.5], [-1.3, 0.2, 0.9], [-0.3, -1.5, 0.9], [0.6, -0.5, -0.2], [-0.1, 0.4, -0.2], [-0.1, -0.4, 0.2], [0.1, -0.9, 0.5], [0.1, 0.9, -0.1], [2.2, -0.8, -0.9], [0.0, 0.5, 0.1], [-0.2, 0.0, -0.2], [-0.1, 0.0, -0.1], [-0.2, -0.2, -0.3], [0.3, -0.1, 0.0], [-0.1, -0.3, 0.0], [0.1, 0.1, 0.3], [-0.3, -0.2, 0.1], [-0.2, 0.1, -0.5], [0.2, 0.1, -0.3], [0.1, -0.3, 0.0], [0.1, 0.0, -0.5], [0.5, 0.2, -0.2], [0.1, 0.3, -0.1], [-0.4, 0.0, 0.1], [-0.1, -0.3, -0.1], [0.3, 0.1, 0.2], [-0.1, 0.1, -0.2], [-0.3, 0.0, 0.2], [-0.2, -0.2, 0.0], [0.3, 0.0, 0.1], [-0.3, -0.1, 0.1], [-0.1, -0.3, 0.0], [0.2, 0.2, -0.2], [0.0, 0.0, 0.0], [0.0, 0.0, -0.1], [0.0, 0.1, 0.1], [0.0, 0.0, 0.0], [0.1, -0.1, 0.0], [0.0, 0.0, -0.1], [0.0, 0.0, 0.1], [0.0, -0.1, 0.0], [0.0, 0.1, 0.0], [0.0, 0.0, 0.0], [0.0, 0.0, 0.0], [0.0, 0.1, 0.0]], "spin_multiplicity": 1, "total_energy_ha": -1994.97582, "de_lowest_kj_mol": 0.0, "orbital_gap_ev": 6.5, "charge": -1, "fmax_ha_per_bohr": 0.049}

{"formula": "H37O18", "method": "wB97M-V/def2-TZVPD", "symbols": ["O", "H", "H", "O", "H", "O", "H", "H", "O", "H", "H", "O", "H", "H", "O", "H", "H", "O", "H", "H", "O", "H", "H", "O", "H", "H", "O", "H", "H", "O", "H", "H", "O", "H", "H", "O", "H", "H", "O", "H", "H", "O", "H", "H", "O", "H", "H", "O", "H", "H", "O", "H", "H", "H", "H"], "coordinates": [[-4.819131, -2.188265, 2.810731], [1.642599, -3.219045, 2.664615], [-5.703346, -1.815882, 2.835899], [1.929497, 1.008307, -2.690163], [2.717997, 3.033232, 0.667791], [1.969074, 0.941267, 1.353717], [2.723368, 0.386862, 1.586741], [-0.363532, -0.677435, -4.922664], [-3.929558, 0.636329, -1.031302], [1.475470, 0.913363, -1.848231], [-3.039465, 0.321424, -1.206188], [-3.221429, 0.550349, 1.946096], [-2.597264, 0.149743, 1.239629], [-4.039860, 0.965849, 1.651580], [2.962322, 3.848959, 1.113372], [3.378982, 4.332366, 0.391302], [-0.164624, -1.102466, -3.613092], [-1.922196, 5.776678, 0.503828], [-1.475958, 2.370964, -5.636769], [2.059967, -1.350153, -2.219599], [4.244757, 2.499212, -1.515802], [3.938549, 2.798752, -2.382939], [3.553467, 1.831204, -1.418487], [0.868288, -2.246741, 0.096838], [0.506081, -1.710628, 0.797618], [1.136703, -6.150617, -0.068367], [-0.607215, -0.342238, -4.043913], [-2.324828, 6.044054, -0.321708], [-4.198114, 0.944820, -1.897745], [-0.331670, -0.830572, 5.416713], [0.312410, -0.601188, 6.093494], [0.132402, -1.376650, 4.780156], [-2.526988, 1.728187, 4.077323], [-3.156184, 2.437903, 4.230791], [-2.243053, 1.325162, 4.900875], [1.280229, -3.906645, 2.105660], [1.031793, -3.099574, 0.581778], [0.496215, -4.380581, 2.387011], [-1.494176, -0.471141, 0.392186], [-0.577718, -0.208977, 0.278574], [-1.745374, -0.820968, -0.469710], [4.685350, -1.698839, -3.426712], [4.035361, -2.168685, -3.955497], [4.264991, -1.510165, -2.600939], [1.844663, -5.570446, 0.224674], [-4.966309, -3.081099, 3.141367], [-2.748998, 0.972678, 2.752983], [1.468949, -2.113847, -2.333813], [2.234771, 1.722751, 1.865253], [1.732402, -2.476028, -1.446898], [-0.684381, 2.785640, -5.276757], [1.219346, 0.925216, -3.343363], [-0.121346, 2.815924, -6.059239], [-2.615720, 5.835828, 1.162172], [1.772449, -4.784141, -0.320851]], "forces_ev_per_angstrom": [[0.0, -0.1, 0.1], [-0.6, -0.3, 0.8], [-0.1, 0.2, -0.1], [0.0, -0.2, 0.1], [0.0, 0.0, -0.2], [0.5, 0.2, 0.5], [0.0, -0.5, -0.4], [-0.5, 0.9, -0.4], [0.2, -0.1, 0.2], [-0.1, 0.1, 0.1], [0.0, 0.2, -0.1], [0.6, -0.5, 0.2], [-0.1, 0.3, 0.0], [0.1, 0.1, -0.3], [-0.2, -0.1, 0.0], [0.2, 0.1, 0.1], [-0.3, 0.4, 0.9], [0.2, -0.3, 0.2], [-0.1, 0.0, 0.3], [-0.4, 0.4, -1.1], [-0.8, -0.1, -0.3], [0.5, 0.4, -0.1], [0.3, -0.3, 0.4], [0.1, -0.9, 0.6], [0.0, 0.2, 0.4], [0.0, -0.1, -0.2], [1.0, -1.4, -0.3], [-0.1, 0.1, -0.2], [-0.4, 0.2, -0.2], [-0.3, 0.3, 0.0], [0.1, -0.1, 0.0], [0.1, -0.1, 0.0], [0.1, -0.1, -0.8], [0.1, 0.0, 0.4], [0.0, -0.1, 0.3], [0.5, 0.1, -0.8], [-0.2, 0.7, 0.0], [0.1, 0.3, 0.8], [-0.3, 0.0, -0.2], [0.3, 0.4, 0.1], [0.1, -0.5, 0.1], [0.5, -0.1, -0.7], [-0.1, 0.0, 0.1], [-0.3, 0.1, 0.6], [0.0, -0.3, -0.1], [0.2, -0.1, 0.0], [-0.6, 0.2, 0.2], [1.5, 0.1, 1.0], [-0.6, 0.2, -0.1], [-1.2, -0.1, -1.1], [0.0, -0.2, -0.4], [0.0, 0.0, -0.1], [0.2, 0.2, 0.2], [-0.1, 0.1, 0.1], [0.1, -0.1, -0.2]], "spin_multiplicity": 1, "total_energy_ha": -1376.19601, "de_lowest_kj_mol": 504.7, "orbital_gap_ev": 9.9, "charge": 1, "fmax_ha_per_bohr": 0.036}